An isolated molecule of C3H2N2O, computed with the ωB97M-V functional and the def2-TZVPD basis.

## Properties
* SMILES string: N#C/N=C1\CO1
* orbital gap: 10.6 eV
* energy above the lowest of the compared OMol25 structures with the same formula, charge and spin: 274.9 kJ/mol
* 2S+1: 1
* E_HOMO: -10.16 eV
* LUMO energy: 0.4 eV

```
8
C3H2N2O (the ωB97M-V functional and the def2-TZVPD basis)
N -3.54 -1.34 -0.18
C -3.10 -0.33 0.01
N -2.46 0.80 0.03
C -1.32 1.13 0.16
C 0.20 0.94 -0.03
O -0.60 2.14 -0.05
H 0.61 0.91 0.87
H 0.61 0.49 -1.11
```

=====

A structure of composition C32H27Cl2N2O3PPd, computed with the ωB97M-V functional and the def2-TZVPD basis.

## Properties
* net charge: +2
* orbital gap (spin up / spin down): 7.6 / 5.3 eV
* energy above the lowest of the compared OMol25 structures with the same formula, charge and spin: 39.3 kJ/mol
* 2S+1: 5
* E_HOMO (spin up / spin down): -13.58 / -14.75 eV
* expectation value of S²: 6.0556
* LUMO energy (spin up / spin down): -6.0 / -9.4 eV

```
68
C32H27Cl2N2O3PPd (the ωB97M-V functional and the def2-TZVPD basis)
Pd -0.70 -1.19 0.14
C -2.09 -3.53 1.18
C -1.88 -3.10 2.63
C -0.46 -3.39 3.11
C -2.29 -1.64 2.82
C -2.29 -1.17 4.28
O -1.61 0.12 4.23
C -1.13 0.27 2.99
N -1.39 -0.66 2.16
C -0.45 1.58 2.78
C -0.31 2.39 3.90
C 0.23 3.67 3.80
C 0.65 4.15 2.57
C 0.53 3.35 1.45
C -0.01 2.06 1.53
P -0.06 1.13 -0.02
C 1.48 1.49 -0.89
C 2.62 0.85 -0.42
C 3.84 1.09 -1.02
C 3.93 1.94 -2.11
C 2.79 2.58 -2.59
C 1.56 2.36 -1.98
C -1.42 1.81 -1.00
C -1.56 1.38 -2.39
C -2.54 1.89 -3.18
C -3.45 2.79 -2.62
C -3.37 3.17 -1.24
C -2.37 2.69 -0.45
H -1.86 -4.58 1.03
H -1.42 -2.96 0.51
H -3.10 -3.33 0.83
H -2.58 -3.69 3.24
H 0.26 -2.72 2.63
H -0.18 -4.41 2.86
H -0.35 -3.28 4.19
H -3.28 -1.50 2.37
H -1.72 -1.81 4.94
H -3.28 -1.01 4.68
H -0.64 2.03 4.86
H 0.33 4.28 4.69
H 1.07 5.15 2.48
H 0.88 3.72 0.49
H 2.55 0.20 0.45
H 4.74 0.61 -0.63
H 4.89 2.12 -2.58
H 2.86 3.25 -3.44
H 0.69 2.88 -2.35
H -0.87 0.63 -2.77
H -2.64 1.59 -4.21
H -4.25 3.19 -3.23
H -4.10 3.86 -0.84
H -2.30 2.99 0.59
Cl 4.88 -3.41 -4.62
C 3.46 -2.87 -3.87
C 2.40 -2.39 -4.65
C 1.27 -1.93 -4.04
Cl -0.03 -1.33 -4.96
C 1.12 -1.95 -2.58
O 0.08 -1.52 -2.07
C 2.25 -2.48 -1.82
C 2.21 -2.60 -0.36
O 1.24 -2.38 0.34
C 3.37 -2.91 -2.46
H 2.49 -2.38 -5.73
H 3.14 -2.95 0.11
H 4.21 -3.29 -1.89
N -3.50 -0.14 -1.06
C -2.55 -0.74 -0.75
```

=====

A cluster of 2 separate species, H4SSi in total, computed with the ωB97M-V functional and the def2-TZVPD basis.

## Properties
* orbital gap: 9.8 eV
* energy above the lowest of the compared OMol25 structures with the same formula, charge and spin: 181.3 kJ/mol
* 2S+1: 1
* E_HOMO: -9.17 eV
* LUMO energy: 0.6 eV

```
6
H4SSi (the ωB97M-V functional and the def2-TZVPD basis)
Si 0.37 -0.29 0.26
S -1.66 -0.48 0.93
H 0.46 -0.04 -1.68
H 0.95 0.95 0.42
H 0.93 -1.60 0.19
H -2.06 0.68 1.18
```

=====

An isolated molecule of C4H7N3O, computed with the ωB97M-V functional and the def2-TZVPD basis.

## Properties
* SMILES string: ON1C=NN[C@@H]2C[C@H]21
* orbital gap: 9.8 eV
* energy above the lowest of the compared OMol25 structures with the same formula, charge and spin: 939.3 kJ/mol
* 2S+1: 1
* E_HOMO: -9.05 eV
* LUMO energy: 0.7 eV

```
15
C4H7N3O (the ωB97M-V functional and the def2-TZVPD basis)
O -0.20 1.94 0.57
N 0.41 1.40 -0.58
C 1.64 0.71 -0.27
N 1.95 -0.48 -0.10
N 0.84 -1.39 0.04
C -0.48 -0.66 0.38
C -1.80 -0.41 -0.33
C -0.56 0.47 -0.62
H 0.04 1.31 1.23
H 2.58 1.23 -0.46
H 1.19 -2.12 0.84
H -0.37 -0.59 1.57
H -2.86 -0.16 0.23
H -2.23 -1.25 -1.01
H -0.15 -0.01 -1.48
```

=====

A cluster of 7 separate species, C36H82N4O7 in total, computed with the ωB97M-V functional and the def2-TZVPD basis.

## Properties
* SMILES string: CC1(C)CCCC(C)(C)N1O.CC1(C)CCCC(C)(C)N1O.CC1(C)CCCC(C)(C)N1O.CC1(C)CCCC(C)(C)N1O.O.O.O
* orbital gap: 7.9 eV
* energy above the lowest of the compared OMol25 structures with the same formula, charge and spin: 498.5 kJ/mol
* 2S+1: 1
* E_HOMO: -7.95 eV
* LUMO energy: 0.0 eV

```
129
C36H82N4O7 (the ωB97M-V functional and the def2-TZVPD basis)
C 0.67 -4.19 6.10
C -0.55 -3.54 5.52
C -0.97 -4.05 4.08
C -1.87 -3.90 6.38
C -1.98 -3.09 7.72
C -1.73 -1.59 7.47
C -0.41 -1.24 6.70
C -0.35 0.25 6.51
C 0.76 -1.39 7.63
N -0.45 -2.01 5.44
O 0.51 -1.67 4.56
H 1.60 -3.78 5.71
H 0.65 -3.93 7.16
H 0.67 -5.28 6.04
H -1.60 -3.44 3.44
H -0.08 -4.18 3.47
H -1.54 -4.98 4.04
H -2.72 -3.58 5.77
H -1.92 -4.96 6.61
H -2.99 -3.20 8.11
H -1.25 -3.60 8.35
H -1.97 -1.11 8.42
H -2.58 -1.13 6.96
H -0.41 0.73 7.48
H -1.16 0.61 5.87
H 0.59 0.71 6.23
H 0.66 -2.13 8.43
H 0.91 -0.56 8.31
H 1.70 -1.58 7.12
H 0.19 -0.88 4.12
C -7.42 -2.91 -5.90
C -6.63 -3.39 -4.58
C -5.70 -4.43 -5.12
C -5.83 -2.16 -4.06
C -5.33 -2.32 -2.64
C -6.48 -2.78 -1.67
C -7.32 -3.98 -2.12
C -6.52 -5.27 -1.85
C -8.71 -3.84 -1.37
N -7.65 -3.85 -3.60
O -8.56 -4.80 -4.13
H -7.92 -3.76 -6.37
H -8.15 -2.15 -5.61
H -6.75 -2.38 -6.59
H -6.18 -5.20 -5.72
H -4.92 -3.98 -5.74
H -5.36 -5.07 -4.31
H -4.88 -2.17 -4.60
H -6.39 -1.23 -4.15
H -4.44 -2.95 -2.61
H -5.02 -1.37 -2.21
H -7.12 -1.90 -1.54
H -6.03 -2.86 -0.68
H -6.48 -5.41 -0.77
H -5.52 -5.24 -2.28
H -7.00 -6.14 -2.28
H -9.15 -4.83 -1.20
H -9.47 -3.26 -1.89
H -8.53 -3.47 -0.36
H -9.38 -4.30 -4.10
C 8.51 3.86 5.08
C 8.39 2.67 4.17
C 9.65 2.48 3.28
C 8.28 1.39 5.19
C 7.64 0.21 4.50
C 6.28 0.60 3.82
C 6.35 1.67 2.74
C 7.13 1.21 1.49
C 4.99 2.07 2.31
N 7.15 2.81 3.32
O 7.37 3.85 2.43
H 7.55 3.75 5.60
H 9.29 3.76 5.83
H 8.61 4.78 4.51
H 9.70 3.05 2.36
H 10.48 2.82 3.90
H 9.77 1.44 2.99
H 9.21 1.14 5.70
H 7.68 1.63 6.07
H 8.41 -0.17 3.84
H 7.40 -0.64 5.14
H 5.53 0.85 4.57
H 5.93 -0.31 3.33
H 6.67 0.25 1.30
H 8.22 1.23 1.52
H 6.83 1.89 0.68
H 4.50 1.32 1.70
H 4.98 2.83 1.52
H 4.45 2.50 3.15
H 6.99 4.60 2.89
C 1.81 1.61 -8.15
C 1.41 3.06 -8.02
C 2.53 3.99 -8.64
C 0.13 3.33 -8.95
C -1.22 2.81 -8.30
C -1.34 3.56 -7.01
C -0.16 3.50 -5.96
C -0.25 4.65 -4.94
C -0.27 2.11 -5.23
N 1.19 3.59 -6.68
O 2.28 3.37 -5.79
H 2.79 1.31 -7.76
H 1.10 1.08 -7.51
H 1.78 1.28 -9.19
H 3.38 4.08 -7.96
H 2.92 3.50 -9.54
H 2.20 4.96 -9.00
H 0.06 4.38 -9.21
H 0.18 2.79 -9.90
H -2.08 3.05 -8.93
H -1.10 1.76 -8.07
H -2.20 3.06 -6.56
H -1.44 4.61 -7.30
H 0.44 4.42 -4.12
H -1.25 4.71 -4.50
H 0.00 5.62 -5.36
H -0.06 2.22 -4.17
H 0.39 1.47 -5.81
H -1.24 1.62 -5.17
H 2.20 2.45 -5.54
O -0.72 1.64 1.72
H -0.83 2.59 1.77
H -1.23 1.39 0.94
O -4.26 1.08 2.56
H -3.77 1.38 1.79
H -3.63 1.15 3.28
O -0.57 5.43 2.21
H -0.85 6.23 2.66
H 0.19 5.70 1.70
```

=====

A structure of composition C51H48As2ClIrN7O2P, computed with the ωB97M-V functional and the def2-TZVPD basis.

## Properties
* net charge: +1
* orbital gap (spin up / spin down): 4.4 / 4.4 eV
* energy above the lowest of the compared OMol25 structures with the same formula, charge and spin: 477.1 kJ/mol
* 2S+1: 2
* E_HOMO (spin up / spin down): -8.38 / -8.39 eV
* expectation value of S²: 0.7547
* LUMO energy (spin up / spin down): -3.9 / -3.9 eV

```
113
C51H48As2ClIrN7O2P (the ωB97M-V functional and the def2-TZVPD basis)
Ir -0.70 0.02 0.07
C -0.62 2.50 5.28
N -0.21 1.62 4.23
C 0.67 0.49 4.39
C 0.39 -0.24 3.11
N -0.34 0.49 2.31
C -0.72 1.60 2.96
P -1.50 3.04 2.18
C -0.30 3.15 0.79
N -0.16 2.32 -0.24
C 0.82 2.84 -1.01
C 1.31 3.98 -0.44
N 0.59 4.16 0.70
C 0.77 5.22 1.66
C -2.82 2.22 1.23
N -2.73 1.13 0.49
C -3.94 0.94 -0.08
C -4.78 1.95 0.31
N -4.07 2.75 1.14
C -4.52 3.97 1.76
H -0.27 2.12 6.24
H -1.70 2.58 5.31
H -0.21 3.50 5.14
H 0.48 -0.07 5.31
H 0.75 -1.22 2.84
H 1.11 2.38 -1.94
H 2.09 4.65 -0.74
H 1.62 5.84 1.35
H 0.98 4.81 2.65
H -0.12 5.85 1.73
H -4.13 0.12 -0.75
H -5.81 2.14 0.06
H -5.51 4.20 1.39
H -3.85 4.79 1.51
H -4.55 3.86 2.84
C 2.58 -2.15 -0.07
C 3.54 -1.07 -0.53
As 2.96 0.70 0.17
C 4.59 1.72 -0.26
C 5.15 2.63 0.63
C 6.23 3.41 0.26
C 6.76 3.30 -1.01
C 6.20 2.42 -1.92
C 5.12 1.64 -1.55
C 3.22 0.43 2.10
C 2.50 1.25 2.93
C 2.20 0.93 4.36
C 3.05 -0.18 4.87
C 3.85 -0.91 4.05
C 3.91 -0.66 2.66
As 0.74 -1.89 -0.77
C 0.09 -3.67 -0.32
C -0.59 -4.47 -1.23
C -1.00 -5.74 -0.87
C -0.75 -6.22 0.41
C -0.11 -5.41 1.33
C 0.31 -4.14 0.97
C 1.01 -2.18 -2.70
C 0.38 -1.39 -3.69
C 0.42 -1.81 -5.02
C 1.12 -2.95 -5.38
C 1.79 -3.69 -4.42
C 1.71 -3.32 -3.09
H 2.50 -2.14 1.03
H 2.93 -3.15 -0.36
H 3.52 -1.02 -1.62
H 4.57 -1.29 -0.22
H 4.74 2.71 1.63
H 6.66 4.10 0.97
H 7.60 3.91 -1.30
H 6.60 2.33 -2.92
H 4.67 0.96 -2.26
H 1.99 2.11 2.51
H 2.29 1.80 5.02
H 3.00 -0.40 5.92
H 4.46 -1.70 4.46
H 4.52 -1.30 2.04
H -0.79 -4.10 -2.23
H -1.51 -6.37 -1.59
H -1.05 -7.22 0.68
H 0.07 -5.77 2.33
H 0.80 -3.51 1.70
H -0.46 -0.27 -2.26
H -0.14 -1.28 -5.76
H 1.13 -3.27 -6.41
H 2.35 -4.57 -4.70
H 2.17 -3.94 -2.34
Cl -7.88 -4.62 0.52
C -6.32 -3.91 0.36
C -5.74 -3.28 1.45
C -4.50 -2.70 1.31
C -3.83 -2.75 0.09
C -4.42 -3.39 -1.00
C -5.66 -3.98 -0.86
C -2.54 -2.02 -0.04
O -2.20 -1.56 -1.16
O -1.87 -1.82 1.00
H -6.27 -3.23 2.39
H -4.03 -2.19 2.13
H -3.90 -3.41 -1.94
H -6.12 -4.50 -1.69
N -0.26 -0.25 -3.26
C -1.05 0.70 -3.90
C -0.87 1.17 -5.20
C -1.70 2.15 -5.70
C -2.71 2.70 -4.92
C -2.87 2.27 -3.61
C -2.05 1.29 -3.11
H -0.06 0.81 -5.81
H -1.56 2.49 -6.71
H -3.35 3.47 -5.32
H -3.63 2.70 -2.98
H -2.17 0.95 -2.09
```

=====

A structure of composition C20H18O2PPdS2SbSe4, computed with the ωB97M-V functional and the def2-TZVPD basis.

## Properties
* net charge: -2
* orbital gap (spin up / spin down): 5.2 / 5.2 eV
* 2S+1: 3
* E_HOMO (spin up / spin down): -1.20 / -1.20 eV
* expectation value of S²: 2.0104
* LUMO energy (spin up / spin down): 4.0 / 4.0 eV

```
49
C20H18O2PPdS2SbSe4 (the ωB97M-V functional and the def2-TZVPD basis)
Pd -0.60 -0.38 0.99
Se 3.54 1.34 3.30
Sb 1.86 -0.40 2.98
Se 1.82 -0.91 0.59
Se -0.44 0.56 3.38
Se 2.00 -2.48 4.22
C -5.54 -1.59 1.00
O -4.33 -2.32 1.17
C -3.17 -1.64 1.09
S -3.10 0.01 0.76
S -1.76 -2.51 1.36
H -6.33 -2.32 1.12
H -5.59 -1.14 0.01
H -5.63 -0.80 1.74
O -0.48 2.45 -0.64
P 0.79 3.22 -0.79
C 0.68 4.45 -2.13
C 1.77 4.86 -2.88
C 1.62 5.83 -3.86
C 0.37 6.39 -4.10
C -0.73 5.97 -3.37
C -0.58 5.00 -2.38
C 2.23 2.23 -1.20
C 3.34 2.18 -0.37
C 4.41 1.34 -0.68
C 4.36 0.57 -1.83
C 3.25 0.61 -2.66
C 2.18 1.43 -2.34
C 1.22 4.18 0.67
C 1.98 5.35 0.61
C 2.30 6.03 1.78
C 1.87 5.53 3.00
C 1.13 4.37 3.06
C 0.80 3.69 1.89
H 2.74 4.41 -2.70
H 2.48 6.15 -4.44
H 0.26 7.14 -4.87
H -1.70 6.39 -3.56
H -1.42 4.65 -1.81
H 3.36 2.72 0.57
H 5.24 1.26 0.00
H 5.18 -0.09 -2.06
H 3.20 -0.02 -3.54
H 1.29 1.43 -2.96
H 2.31 5.74 -0.34
H 2.89 6.94 1.73
H 2.14 6.05 3.92
H 0.83 3.94 4.01
H 0.23 2.77 1.95
```

=====

An isolated molecule of C5H8N2OS, computed with the ωB97M-V functional and the def2-TZVPD basis.

## Properties
* SMILES string: C[C@H](O)Nc1cncs1
* orbital gap: 8.8 eV
* energy above the lowest of the compared OMol25 structures with the same formula, charge and spin: 244.4 kJ/mol
* 2S+1: 1
* E_HOMO: -8.16 eV
* LUMO energy: 0.6 eV

```
17
C5H8N2OS (the ωB97M-V functional and the def2-TZVPD basis)
C -2.55 0.39 0.85
C -1.07 0.60 0.30
O -1.30 1.36 -0.87
N -0.45 -0.66 -0.05
C 0.95 -0.74 -0.22
C 1.92 0.23 0.00
N 3.21 -0.20 -0.34
C 3.24 -1.41 -0.67
S 1.68 -2.15 -0.93
H -3.12 0.19 -0.04
H -2.60 -0.61 1.39
H -2.73 1.33 1.27
H -0.60 1.00 1.17
H -1.43 2.36 -0.76
H -1.10 -1.13 -0.66
H 1.78 1.31 0.35
H 4.16 -1.87 -0.81
```

=====

An isolated molecule of C5H12N2O2, computed with the ωB97M-V functional and the def2-TZVPD basis.

## Properties
* SMILES string: CC(=O)O[C@@H](N)[C@H](C)N
* orbital gap: 8.6 eV
* energy above the lowest of the compared OMol25 structures with the same formula, charge and spin: 247.4 kJ/mol
* 2S+1: 1
* E_HOMO: -7.99 eV
* LUMO energy: 0.6 eV

```
21
C5H12N2O2 (the ωB97M-V functional and the def2-TZVPD basis)
C 3.02 0.64 0.51
C 2.20 -0.55 0.06
O 2.61 -1.63 -0.23
O 0.68 0.00 -0.42
C -0.33 -0.84 -0.11
N -0.22 -1.28 1.24
C -1.82 0.19 -0.13
C -2.17 0.43 -1.58
N -1.54 1.37 0.58
H 2.71 1.50 -0.08
H 2.79 0.84 1.55
H 4.09 0.44 0.39
H -0.50 -1.63 -0.86
H -0.87 -2.03 1.45
H 0.77 -1.58 1.39
H -2.56 -0.41 0.39
H -1.33 0.90 -2.09
H -3.04 1.08 -1.65
H -2.41 -0.51 -2.08
H -1.26 1.18 1.53
H -0.81 1.90 0.12
```

=====

A structure of composition C6H17N2OPS, computed with the ωB97M-V functional and the def2-TZVPD basis.

## Properties
* orbital gap (spin up / spin down): 5.0 / 6.3 eV
* 2S+1: 3
* E_HOMO (spin up / spin down): -4.19 / -8.40 eV
* expectation value of S²: 2.0070
* LUMO energy (spin up / spin down): 0.8 / -2.1 eV

```
28
C6H17N2OPS (the ωB97M-V functional and the def2-TZVPD basis)
C 2.14 -1.72 -1.14
C 2.69 0.38 -0.04
C -0.08 1.80 1.83
C -0.73 1.77 -0.57
C -3.27 -0.70 0.26
C -1.37 -1.36 -1.01
N 1.63 -0.39 -0.73
N -0.19 1.10 0.61
O -2.48 -0.58 -0.93
P 0.31 -0.47 0.29
S 0.53 -1.53 1.93
H 1.36 -2.51 -1.12
H 2.83 -1.64 -2.02
H 2.95 -2.07 -0.53
H 3.44 0.44 -0.88
H 2.15 1.34 0.20
H 3.24 -0.12 0.88
H -0.03 1.10 2.71
H 0.96 2.23 1.92
H -0.89 2.59 1.83
H -1.83 2.16 -0.36
H -0.22 2.78 -0.90
H -0.68 1.16 -1.41
H -4.24 -1.01 -0.08
H -3.04 0.44 0.64
H -2.79 -1.39 1.01
H -1.00 -1.59 -2.04
H -1.39 -2.23 -0.38
```

=====

A structure of composition C18H16N5O3PtSe3, computed with the ωB97M-V functional and the def2-TZVPD basis.

## Properties
* net charge: +3
* orbital gap: 5.1 eV
* energy above the lowest of the compared OMol25 structures with the same formula, charge and spin: 0.0 kJ/mol
* 2S+1: 1
* E_HOMO: -17.19 eV
* LUMO energy: -12.1 eV

```
46
C18H16N5O3PtSe3 (the ωB97M-V functional and the def2-TZVPD basis)
Pt 0.41 -1.61 -0.92
Se 2.11 -3.35 -1.15
Se 0.56 -3.29 -3.00
C -0.90 -3.86 -1.86
C -1.75 -4.89 -2.15
C -2.82 -5.10 -1.27
C -2.96 -4.28 -0.16
C -2.05 -3.26 0.07
N -1.04 -3.06 -0.78
C 3.05 -1.72 -1.62
C 4.35 -1.61 -2.04
C 4.83 -0.31 -2.24
C 4.00 0.76 -2.00
C 2.69 0.56 -1.57
N 2.22 -0.68 -1.38
H -1.60 -5.52 -3.02
H -3.53 -5.90 -1.46
H -3.77 -4.43 0.54
H -2.12 -2.60 0.92
H 4.96 -2.49 -2.21
H 5.85 -0.16 -2.59
H 4.35 1.77 -2.15
H 2.02 1.38 -1.39
O -1.22 -0.44 -1.25
N -1.11 0.92 -1.26
O -2.13 1.50 -1.38
O 0.01 1.37 -1.15
C -2.49 0.75 1.53
N -1.17 1.36 1.70
C 0.03 0.76 1.68
Se 0.39 -1.08 1.52
N 0.98 1.68 1.94
C 0.39 2.91 2.13
C 0.92 4.16 2.45
C 0.01 5.18 2.58
C -1.38 4.97 2.40
C -1.91 3.74 2.10
C -0.98 2.70 1.97
H -2.37 -0.30 1.31
H -3.01 1.25 0.72
H -3.05 0.87 2.46
H 1.96 1.45 2.07
H 1.98 4.32 2.59
H 0.36 6.17 2.83
H -2.05 5.82 2.52
H -2.97 3.59 1.98
```

=====

Respective calculated total energy values: -300.1267; -2959.8118; -690.0014; -395.7906; -2166.2299; -7883.1119; -12035.1868; -778.2067; -457.6547; -1162.8528; -8517.5246 Eh.
Respective largest force on an atom values: 6.3; 1.0; 5.2; 8.0; 3.7; 4.1; 1.2; 4.6; 4.6; 5.0; 0.6 eV Å⁻¹.